Record 1
{"formula": "C29H30AuN7O2S", "method": "ωB97M-V/def2-TZVPD", "species": ["Au", "C", "O", "C", "C", "O", "C", "H", "H", "H", "H", "H", "H", "H", "H", "H", "H", "S", "C", "N", "N", "C", "C", "C", "C", "C", "C", "N", "N", "C", "C", "C", "C", "C", "C", "H", "H", "H", "H", "H", "H", "H", "H", "H", "H", "H", "N", "C", "C", "C", "C", "C", "C", "N", "C", "C", "C", "C", "N", "C", "C", "H", "H", "H", "H", "H", "H", "H", "H", "H"], "coordinates": [[0.928, -2.424, 1.387], [0.618, -3.574, 4.429], [1.223, -2.574, 3.612], [2.384, -2.046, 4.172], [3.569, -2.129, 3.219], [3.314, -1.744, 1.892], [4.413, -1.834, 1.036], [0.528, -3.214, 5.426], [1.139, -4.525, 4.262], [-0.436, -3.705, 4.045], [2.774, -2.620, 5.004], [2.126, -1.055, 4.511], [3.907, -3.143, 3.212], [4.389, -1.424, 3.561], [5.130, -2.578, 1.326], [4.922, -0.887, 0.841], [3.983, -2.167, 0.137], [-1.393, -2.874, 1.376], [-2.166, -1.390, 1.711], [-3.391, -1.323, 2.101], [-4.014, -0.189, 1.903], [-5.180, 0.222, 2.595], [-5.627, 1.505, 2.271], [-6.788, 1.968, 2.933], [-7.390, 1.192, 3.876], [-6.918, -0.068, 4.250], [-5.807, -0.578, 3.580], [-1.556, -0.158, 1.460], [-0.407, -0.033, 1.685], [0.241, 1.180, 1.370], [1.338, 1.540, 2.072], [2.000, 2.708, 1.776], [1.550, 3.444, 0.701], [0.353, 3.149, 0.084], [-0.346, 1.986, 0.393], [-3.540, 0.444, 1.235], [-5.174, 2.181, 1.529], [-7.231, 2.935, 2.719], [-8.315, 1.487, 4.275], [-7.441, -0.749, 4.919], [-5.542, -1.558, 3.811], [1.772, 0.797, 2.849], [2.899, 3.025, 2.239], [2.155, 4.285, 0.407], [-0.199, 3.761, -0.574], [-1.166, 1.740, -0.224], [0.831, -0.174, -5.614], [1.203, 0.852, -6.466], [0.950, 1.087, -7.815], [1.489, 2.274, -8.317], [2.233, 3.112, -7.473], [2.371, 2.955, -6.149], [1.806, 1.804, -5.654], [1.906, 1.338, -4.324], [1.248, 0.190, -4.353], [1.133, -0.562, -3.073], [0.555, -1.848, -2.892], [0.427, -2.399, -1.674], [1.060, -1.808, -0.610], [1.679, -0.620, -0.736], [1.666, 0.064, -1.941], [0.225, -0.901, -5.908], [0.450, 0.312, -8.435], [1.310, 2.527, -9.378], [2.699, 4.048, -7.834], [2.934, 3.708, -5.616], [0.212, -2.462, -3.738], [-0.166, -3.341, -1.581], [2.095, -0.188, 0.137], [2.057, 1.042, -1.948]], "forces_ev_per_a": [[0.5, 0.4, 0.3], [-2.0, -1.0, -1.7], [-0.6, -0.7, -0.5], [1.5, 0.8, -0.5], [1.1, 1.7, 0.6], [-2.0, 0.4, 0.5], [0.5, 0.3, -0.6], [0.3, 0.0, 0.9], [0.0, 0.2, 0.6], [1.1, 0.1, 0.3], [-0.5, -0.2, 0.5], [0.3, 0.5, 0.1], [0.5, -0.8, 0.0], [-0.7, -1.0, 0.2], [0.4, -0.4, 0.5], [-0.1, 0.1, 0.4], [-0.2, -0.4, -1.6], [-0.7, -0.6, 0.2], [1.2, -0.5, -0.3], [-1.6, -0.6, 0.4], [-0.5, 0.5, 0.4], [1.2, -0.3, -0.5], [-1.4, 0.9, 0.5], [1.3, 0.3, -1.0], [-0.2, -1.2, 0.6], [0.9, -0.5, -1.2], [-1.0, 1.8, -0.1], [-3.9, 0.6, -1.4], [5.0, -0.3, 1.5], [-2.9, -0.3, -1.0], [2.3, -1.7, 2.5], [-0.2, -0.3, -1.0], [0.1, 0.9, 0.2], [-1.1, -1.1, 0.3], [2.3, 1.1, 0.5], [-0.6, 0.0, 0.5], [0.0, -0.7, 0.3], [0.3, -0.1, -0.2], [-1.0, 0.6, 0.7], [0.0, 0.5, 0.1], [0.9, -1.4, 0.0], [-1.0, 1.4, -1.3], [0.6, 0.0, 0.6], [-0.2, 0.3, -0.2], [0.4, 1.0, -1.1], [-1.0, -0.5, -0.1], [0.4, 0.7, 0.3], [-0.8, 0.2, 0.2], [0.3, -0.3, -0.7], [-0.6, -1.0, -0.5], [0.2, 2.3, -2.0], [0.3, 0.0, 0.4], [1.1, -0.8, 2.5], [-1.3, -0.5, -1.4], [0.6, 0.1, 0.7], [0.1, -0.1, -0.4], [0.1, 0.7, -2.3], [0.5, -0.4, 1.6], [-0.6, -0.7, 0.0], [-1.0, -0.5, -1.7], [-0.4, -1.3, 0.6], [-0.4, -0.7, 0.1], [0.3, 0.9, 0.4], [0.3, -0.1, 0.8], [-0.5, -0.8, -0.4], [-0.1, -0.3, 0.5], [0.0, 0.7, 0.3], [0.9, 0.9, 0.5], [0.5, 0.2, 0.6], [0.5, 0.9, -0.4]], "s_squared": 2.04, "homo_lumo_gap_ev": [6.38, 4.82], "charge": 2, "e_homo_ev": [-12.6, -12.6], "e_lumo_ha": [-0.2275, -0.2847], "max_force_ev_per_a": 5.2, "spin_multiplicity": 3}

=====

Record 2
{"formula": "C4H7ClN2S", "method": "ωB97M-V/def2-TZVPD", "species": ["S", "N", "C", "N", "C", "C", "Cl", "C", "H", "H", "H", "H", "H", "H", "H"], "coordinates": [[-2.707, -1.151, -0.011], [-2.380, 0.407, -0.673], [-1.241, 0.922, -0.428], [-0.176, 0.425, 0.276], [0.383, -0.939, 0.169], [1.755, -0.337, 0.500], [3.118, -0.833, -0.534], [1.153, 1.050, 0.228], [-3.943, -1.228, -0.525], [-1.094, 1.950, -0.795], [0.343, -1.368, -0.847], [-0.004, -1.680, 0.893], [2.047, -0.494, 1.534], [1.346, 1.840, 0.986], [1.400, 1.433, -0.773]], "forces_ev_per_a": [[0.0, 0.3, -0.2], [0.2, -0.4, 0.2], [-0.3, 0.5, -0.3], [-0.1, -0.1, 0.1], [0.0, -0.7, 0.1], [0.1, 0.0, -0.1], [-0.2, 0.1, 0.1], [0.2, 0.5, 0.2], [0.1, 0.0, 0.0], [0.0, -0.3, 0.1], [-0.1, 0.3, 0.3], [0.1, 0.4, -0.4], [0.1, 0.0, -0.1], [-0.2, -0.5, -0.4], [0.0, -0.1, 0.2]], "homo_lumo_gap_ev": 9.19, "smiles": "S/N=C\\N1CC(Cl)C1", "e_homo_ev": -8.4, "e_lumo_ha": 0.0303, "max_force_ev_per_a": 0.7}

=====

Record 3
{"formula": "C7H14N3O", "method": "ωB97M-V/def2-TZVPD", "species": ["C", "C", "C", "C", "C", "C", "C", "N", "N", "N", "O", "H", "H", "H", "H", "H", "H", "H", "H", "H", "H", "H", "H", "H", "H"], "coordinates": [[-2.562, 0.862, 2.301], [1.759, 1.766, -1.042], [-1.510, -1.003, 1.071], [3.581, 1.569, -2.712], [-1.253, -3.108, -0.284], [2.821, 2.436, -1.733], [-1.636, -2.506, 1.055], [1.065, 1.068, -0.491], [-1.823, 1.767, 1.828], [-2.539, -0.463, 1.892], [-0.543, -0.467, 0.617], [-3.163, 1.023, 3.124], [4.448, 2.127, -2.944], [3.045, 1.549, -3.571], [3.834, 0.609, -2.259], [-1.614, -4.128, -0.288], [-0.112, -3.200, -0.280], [-1.577, -2.554, -1.084], [2.247, 3.297, -2.167], [3.377, 2.927, -0.969], [-0.817, -2.761, 1.823], [-2.439, -3.030, 1.497], [-1.779, 2.677, 2.311], [-3.262, -1.037, 2.069], [0.451, 0.581, 0.237]], "forces_ev_per_a": [[1.3, 0.8, -0.5], [1.2, -0.6, -0.3], [-3.3, -1.7, 2.7], [0.9, 0.3, 2.6], [3.0, -1.7, 2.4], [-2.0, 1.7, -0.3], [3.0, -0.1, 0.4], [-0.8, 0.0, 1.2], [0.9, 0.0, -0.6], [4.8, 2.8, -2.8], [0.8, 0.9, -0.5], [-1.7, 0.2, 1.8], [1.3, 0.3, -0.2], [-1.7, -0.9, -2.7], [0.0, 0.1, -0.4], [-0.2, -0.2, -0.4], [-1.6, 0.2, -0.5], [-0.8, 1.1, -2.0], [0.8, -0.5, -0.4], [0.9, 0.1, 0.7], [-0.8, 0.2, -1.0], [-1.7, 0.3, 0.3], [-0.7, -0.9, -0.1], [-2.8, -2.2, 0.9], [-0.7, -0.3, -0.5]], "homo_lumo_gap_ev": 10.27, "charge": 1, "e_homo_ev": -12.9, "e_lumo_ha": -0.0965, "max_force_ev_per_a": 6.2}

=====

Record 4
{"formula": "C8H10NO2", "method": "ωB97M-V/def2-TZVPD", "species": ["C", "C", "C", "C", "C", "C", "C", "C", "O", "N", "O", "H", "H", "H", "H", "H", "H", "H", "H", "H", "H"], "coordinates": [[-1.704, 0.438, -2.307], [-2.304, -0.032, -1.012], [-1.254, -0.576, -0.008], [-0.606, 0.561, 0.734], [0.625, 0.690, 1.162], [1.759, -0.152, 1.136], [3.074, 0.486, 1.695], [1.924, -1.262, 0.546], [2.323, -2.291, 0.156], [-1.143, -1.792, 0.374], [-1.688, -2.795, -0.190], [-0.852, 1.238, -2.027], [-2.195, 1.135, -3.006], [-1.333, -0.365, -2.951], [-2.929, -0.914, -1.388], [-2.960, 0.768, -0.509], [-1.333, 1.324, 0.884], [0.735, 1.682, 1.500], [3.400, 1.156, 0.878], [3.685, -0.424, 1.763], [2.775, 1.124, 2.569]], "forces_ev_per_a": [[2.8, 3.4, -0.2], [-1.5, -1.6, -0.3], [-1.2, 2.7, -0.6], [-2.0, -3.1, -1.5], [-0.9, 1.0, 0.2], [0.6, 3.0, 1.5], [-1.6, -0.3, -1.4], [0.7, -3.5, -1.1], [-0.3, 0.2, -0.1], [1.8, -1.1, 1.2], [-0.8, 0.1, -0.6], [-0.9, -2.1, -0.6], [-1.2, -0.5, 0.4], [0.4, 0.0, 0.5], [0.3, 1.0, 1.3], [0.8, -1.1, -0.8], [-0.1, 1.1, 0.1], [1.0, 1.0, 1.0], [0.4, -0.2, 0.6], [0.8, 1.0, 0.9], [0.8, -1.1, -0.4]], "homo_lumo_gap_ev": 5.88, "smiles": "CCC(/C=C\\C(C)=C=O)=N\\[O-]", "charge": -1, "e_homo_ev": -2.4, "e_lumo_ha": 0.1278, "max_force_ev_per_a": 4.4}

=====

Record 5
{"formula": "C9H24ClI2OP2V", "method": "ωB97M-V/def2-TZVPD", "species": ["I", "I", "V", "P", "C", "C", "H", "H", "H", "H", "H", "H", "C", "H", "H", "H", "P", "C", "C", "H", "H", "H", "C", "H", "H", "H", "H", "H", "H", "Cl", "C", "C", "C", "O", "H", "H", "H", "H", "H", "H"], "coordinates": [[0.798, -1.550, -0.860], [-0.520, 1.491, 0.752], [1.383, 1.090, -1.157], [2.472, 0.410, 0.987], [1.765, -0.572, 2.357], [4.006, -0.479, 0.575], [4.705, -0.330, 1.409], [3.919, 1.657, 2.421], [4.421, -0.065, -0.353], [3.340, 2.658, 1.035], [1.493, -1.576, 2.012], [3.787, -1.544, 0.442], [3.053, 1.928, 1.803], [2.529, -0.644, 3.143], [2.247, 2.338, 2.423], [0.870, -0.082, 2.759], [-0.745, 0.893, -2.416], [-2.295, 0.049, -1.942], [-1.296, 2.582, -2.816], [0.648, 0.498, -4.347], [-1.108, 0.539, -4.759], [-0.390, -0.917, -3.976], [-0.357, 0.176, -4.046], [-0.415, 3.222, -2.953], [-1.884, 2.534, -3.743], [-2.978, 0.091, -2.802], [-2.752, 0.552, -1.083], [-1.910, 2.966, -1.993], [-2.095, -0.992, -1.666], [2.788, 2.264, -2.318], [-1.711, -2.775, 2.665], [-2.203, -1.727, 1.691], [-3.605, -1.182, 1.828], [-1.468, -1.341, 0.767], [-2.540, -3.315, 3.156], [-1.052, -2.311, 3.410], [-1.064, -3.464, 2.117], [-3.552, -0.102, 1.973], [-4.107, -1.327, 0.868], [-4.180, -1.645, 2.639]], "forces_ev_per_a": [[0.2, -0.1, -0.5], [0.5, 0.6, -0.7], [-0.8, -0.5, 1.1], [0.7, 0.2, 0.5], [-0.3, 0.0, -0.2], [-0.2, 0.1, -0.2], [-0.1, -0.1, -0.3], [-0.2, 0.2, -0.1], [0.1, -0.2, 0.3], [0.1, -0.1, 0.3], [0.1, 0.2, 0.2], [0.2, 0.2, 0.0], [-0.2, 0.1, -0.2], [-0.1, 0.0, -0.2], [0.2, 0.0, -0.1], [0.3, -0.1, 0.0], [-0.6, 0.3, -0.9], [0.2, -0.1, 0.3], [0.3, 0.0, 0.2], [-0.3, -0.1, -0.2], [0.2, -0.2, 0.1], [0.0, 0.2, -0.1], [0.3, 0.0, 0.3], [-0.3, 0.0, -0.1], [0.1, 0.1, 0.3], [0.3, 0.0, 0.2], [0.1, -0.1, -0.3], [0.2, 0.0, -0.2], [-0.1, 0.2, -0.1], [-0.9, -0.7, 0.7], [-0.1, -0.2, -0.3], [0.5, -0.4, -0.1], [0.2, 0.0, -0.1], [-1.0, -0.1, 0.9], [0.5, 0.3, -0.2], [-0.4, 0.1, 0.0], [-0.2, -0.1, 0.1], [0.0, 0.0, 0.1], [-0.1, -0.1, 0.1], [0.3, 0.1, -0.3]], "s_squared": 2.08, "homo_lumo_gap_ev": [6.90, 5.14], "charge": 2, "e_homo_ev": [-15.8, -15.6], "e_lumo_ha": [-0.3267, -0.3843], "max_force_ev_per_a": 1.4, "spin_multiplicity": 3}

=====

Record 6
{"formula": "C14H16", "method": "ωB97M-V/def2-TZVPD", "species": ["C", "C", "C", "C", "C", "C", "C", "H", "H", "H", "H", "H", "H", "H", "H", "C", "C", "C", "C", "C", "C", "C", "H", "H", "H", "H", "H", "H", "H", "H"], "coordinates": [[-3.802, -2.703, -0.450], [-0.948, -0.185, -0.330], [-1.880, -1.135, 0.068], [-0.873, 0.224, -1.670], [-2.805, -1.638, -0.850], [-1.757, -0.306, -2.571], [-2.726, -1.236, -2.194], [-0.246, 0.238, 0.379], [-1.919, -1.420, 1.070], [-0.140, 0.938, -1.933], [-1.735, 0.009, -3.646], [-3.314, -3.487, 0.086], [-4.229, -3.193, -1.338], [-3.426, -1.644, -2.930], [-4.659, -2.319, 0.152], [1.968, 0.219, 3.055], [2.150, 0.890, 1.704], [1.723, 2.176, 1.464], [2.812, 0.176, 0.689], [1.923, 2.780, 0.224], [3.027, 0.810, -0.551], [2.577, 2.082, -0.787], [2.957, 0.121, 3.478], [1.554, -0.799, 2.857], [1.223, 2.839, 2.243], [3.197, -0.811, 0.914], [1.597, 3.810, 0.090], [3.593, 0.286, -1.305], [2.848, 2.520, -1.687], [1.308, 0.760, 3.769]], "forces_ev_per_a": [[-0.5, 0.7, -1.1], [-0.6, -1.2, 1.6], [1.1, 1.8, -1.0], [-0.2, -0.1, 0.3], [-0.9, -1.7, 1.1], [-1.7, -0.7, -2.7], [0.8, 1.4, -1.6], [0.0, 0.0, 0.1], [-0.1, -0.5, 1.4], [0.7, 0.7, -0.4], [0.1, -0.3, 1.2], [0.4, -0.4, 0.8], [0.0, 0.4, 0.2], [0.3, 0.2, 0.3], [0.7, -0.1, -0.2], [-0.7, -0.3, -0.5], [0.0, -0.9, 0.5], [-1.0, 1.9, 0.4], [-0.3, 1.2, -0.3], [0.0, 0.0, 0.0], [0.2, -1.6, 1.0], [-0.4, 0.1, 1.4], [0.2, -0.2, 0.5], [0.3, 0.7, 0.5], [0.7, -1.3, -0.8], [0.0, 0.0, -0.2], [0.1, -0.2, -0.1], [0.0, 0.0, -0.2], [0.2, 1.0, -1.6], [0.5, -0.3, -0.6]], "s_squared": 0.77, "homo_lumo_gap_ev": [7.93, 3.51], "charge": 1, "e_homo_ev": [-11.9, -11.9], "e_lumo_ha": [-0.1451, -0.3070], "max_force_ev_per_a": 3.3, "spin_multiplicity": 2}

=====

Record 7
{"formula": "C18H33N5O6", "method": "ωB97M-V/def2-TZVPD", "species": ["O", "N", "O", "C", "C", "C", "C", "C", "C", "H", "H", "H", "H", "H", "C", "N", "C", "C", "O", "H", "H", "H", "H", "H", "H", "H", "C", "N", "C", "C", "O", "H", "H", "H", "H", "H", "H", "H", "C", "N", "C", "C", "O", "H", "H", "H", "H", "H", "H", "H", "C", "N", "C", "C", "O", "H", "H", "H", "H", "H", "H", "H"], "coordinates": [[15.067, 0.208, 3.963], [14.394, -0.727, 3.611], [14.961, -1.756, 3.253], [12.917, -0.681, 3.627], [12.207, -1.874, 3.989], [10.813, -1.775, 4.032], [10.167, -0.542, 3.826], [10.903, 0.618, 3.464], [12.301, 0.484, 3.248], [12.730, -2.800, 4.172], [10.165, -2.612, 4.248], [9.088, -0.506, 3.846], [10.283, 1.464, 3.210], [12.885, 1.312, 2.876], [0.389, 11.509, -1.616], [0.005, 10.078, -1.623], [-1.253, 9.913, -2.418], [0.751, 9.126, -1.089], [0.530, 7.914, -1.212], [-0.230, 12.236, -2.141], [1.434, 11.578, -1.919], [0.393, 11.748, -0.552], [-1.366, 10.505, -3.326], [-1.460, 8.851, -2.555], [-2.157, 10.109, -1.841], [1.588, 9.477, -0.466], [-9.477, -0.719, 0.694], [-10.890, -0.428, 0.344], [-11.716, 0.036, 1.465], [-11.449, -0.722, -0.856], [-12.600, -0.558, -1.115], [-9.378, -1.426, 1.517], [-8.991, 0.215, 0.974], [-9.056, -1.150, -0.215], [-12.628, 0.580, 1.220], [-12.179, -0.829, 1.940], [-11.186, 0.572, 2.253], [-10.729, -0.882, -1.673], [-1.664, -0.294, 0.559], [-0.463, -0.561, 1.303], [-0.322, -1.995, 1.586], [0.521, 0.365, 1.405], [1.621, 0.170, 1.754], [-1.549, 0.645, 0.018], [-2.584, -0.352, 1.141], [-1.839, -0.923, -0.313], [-0.933, -2.256, 2.450], [-0.519, -2.567, 0.680], [0.709, -2.198, 1.877], [0.183, 1.378, 1.140], [-1.468, -9.030, -4.684], [-2.718, -8.320, -4.373], [-2.616, -7.597, -3.169], [-3.819, -8.368, -5.111], [-4.907, -7.806, -4.772], [-1.417, -9.486, -5.672], [-1.385, -9.847, -3.967], [-0.560, -8.460, -4.485], [-2.373, -8.221, -2.309], [-1.932, -6.750, -3.229], [-3.546, -7.054, -2.998], [-3.648, -9.017, -5.984]], "forces_ev_per_a": [[-0.9, 1.6, 0.4], [1.7, -1.5, -0.5], [-1.4, -0.4, -0.1], [-0.4, -1.7, 0.3], [-0.1, 1.6, -0.6], [0.2, 0.8, 0.1], [1.5, 0.5, -0.5], [-0.2, -2.3, -0.4], [-1.3, 0.9, 0.9], [0.1, 0.1, 0.0], [0.3, -0.3, 0.1], [0.0, 0.1, 0.2], [0.6, 0.4, 0.0], [0.1, 0.0, 0.1], [1.4, -0.9, 2.0], [-2.6, 2.9, -2.7], [-0.3, -1.9, 1.3], [-0.2, -2.6, 0.0], [0.2, 1.3, 0.2], [-0.2, -0.7, -0.2], [-0.1, 0.3, -0.4], [0.0, 0.8, 0.0], [0.8, -0.2, 0.0], [0.7, -0.1, -0.7], [0.2, 0.8, 0.6], [0.0, 0.3, -0.2], [-1.2, 0.3, -1.0], [0.7, 0.3, 1.6], [-1.0, -1.0, 0.2], [1.6, 1.2, 0.0], [-2.1, -0.2, -0.2], [-0.2, -0.1, 0.0], [0.2, -0.1, -0.1], [0.4, 0.1, 0.2], [0.5, 0.4, -0.8], [0.3, -0.4, 0.3], [0.4, 0.0, -0.5], [0.4, -0.6, 0.3], [-0.3, 0.9, -0.9], [-1.1, -1.4, -0.6], [1.3, 0.8, 0.4], [-2.7, 0.6, -1.0], [3.5, -0.8, 1.3], [-0.3, 0.6, 0.6], [0.1, 0.3, 0.2], [0.4, -0.8, 0.2], [-0.3, -0.2, -0.3], [-0.3, -0.1, 0.2], [0.1, 0.1, 0.0], [-0.3, 0.1, -0.2], [-0.4, -0.9, 0.4], [2.3, -0.4, -0.5], [-1.0, 1.7, 1.1], [-3.1, 1.1, 1.1], [2.9, -1.6, -1.4], [-0.3, 0.3, -0.1], [0.0, -0.3, 0.0], [-0.3, 0.6, -0.3], [0.0, -0.1, 0.0], [0.7, -0.3, -0.2], [-0.3, -0.5, 0.2], [-0.6, 0.2, -0.2]], "homo_lumo_gap_ev": 9.10, "smiles": "O=[N+]([O-])c1ccccc1.CN(C)C=O.CN(C)C=O.CN(C)C=O.CN(C)C=O", "e_homo_ev": -9.4, "e_lumo_ha": -0.0091, "max_force_ev_per_a": 4.8}